No. 1
DFT (wB97M-V/def2-TZVPD) results for a structure of composition C31H26BrIN2O7STc.

## Properties
F_max (eV Å⁻¹): 0.17
Electronic energy (Ha): -5183.58176
HOMO-LUMO gap (alpha / beta) (eV): 6.2766 / 6.6423
<S²>: 3.8037
Multiplicity: 4
E_LUMO (alpha / beta) (eV): -0.5 / -0.8
Energy relative to the best compared isomer or geometry (same formula, charge and spin) (kcal/mol): 202.8

Atoms and positions in Å:
1 Tc 0.47708 0.12857 1.04896
2 C 2.16352 4.31743 1.77417
3 C 1.67068 3.98558 0.39806
4 N 2.12207 4.69160 -0.61945
5 C 1.75228 4.34631 -1.85939
6 C 0.83285 3.35770 -2.13005
7 C 0.54362 2.95570 -3.55474
8 O 0.74951 1.56982 -3.78845
9 C 0.26306 2.67515 -1.04442
10 C -0.84143 1.73173 -1.30662
11 N -1.96030 1.72288 -0.41178
12 C -3.23600 1.34918 -0.96041
13 C -3.72276 2.00482 -2.08076
14 C -4.98301 1.68169 -2.56359
15 C -5.74756 0.70349 -1.94425
16 C -5.26172 0.05372 -0.81592
17 C -4.01273 0.38273 -0.31782
18 I -3.00078 -0.32857 1.46252
19 C 0.77627 2.89576 0.23574
20 O 0.53134 2.13321 1.29034
21 H 2.72497 5.24787 1.73976
22 H 2.81540 3.52175 2.14494
23 H 1.33681 4.40474 2.48077
24 H 2.22082 4.89185 -2.67118
25 H 1.16295 3.56246 -4.22249
26 H -0.49797 3.15239 -3.82818
27 H 1.55609 1.26089 -3.34139
28 H -1.03501 1.49653 -2.34714
29 H -3.11931 2.75734 -2.57327
30 H -5.36284 2.18968 -3.43992
31 H -6.72302 0.44843 -2.33641
32 H -5.85633 -0.70880 -0.32826
33 O -2.34240 -0.93185 -2.79500
34 C -2.35537 -1.54167 -1.81314
35 O -1.01898 0.55182 -0.48605
36 C -2.34745 -2.42480 -0.78923
37 C -1.98671 -3.77440 -1.17453
38 C -1.98524 -4.78263 -0.25864
39 C -2.32857 -4.54603 1.08382
40 C -2.64974 -3.25577 1.48524
41 C -2.65913 -2.20535 0.59385
42 S -0.68941 -0.76818 2.83690
43 H -1.70962 -3.95660 -2.20404
44 H -1.70507 -5.77784 -0.57761
45 H -2.32789 -5.35037 1.80479
46 H -2.86717 -3.06098 2.52739
47 Br 2.38966 -5.88694 1.92161
48 C 2.31783 -4.28990 0.90345
49 C 3.36211 -3.98547 0.03994
50 C 3.31055 -2.81607 -0.70230
51 C 2.22812 -1.95604 -0.57832
52 C 1.18935 -2.29645 0.27911
53 C 1.22082 -3.45818 1.03299
54 C 2.21316 -0.63642 -1.30426
55 O 2.79337 -0.47837 -2.36332
56 O 1.56213 0.30658 -0.69476
57 H 4.20635 -4.65578 -0.04358
58 H 4.11034 -2.54973 -1.38079
59 H 0.22566 -1.74833 0.25997
60 H 0.40613 -3.69508 1.70316
61 C 4.09706 0.03931 3.55905
62 C 2.69719 0.34219 3.13442
63 C 1.84080 1.16535 4.03072
64 O 2.30493 -0.12346 2.06569
65 H 4.65668 0.97446 3.63244
66 H 4.57836 -0.63220 2.85384
67 H 4.08250 -0.40117 4.55812
68 H 2.45038 1.75677 4.71206
69 H 1.22167 0.47516 4.61163
70 H 1.16903 1.79081 3.44603

***

No. 2
DFT (wB97M-V/def2-TZVPD) results for a structure of composition C31H26ClF3N8O6Ti in a non-equilibrium geometry.

## Properties
F_max (eV Å⁻¹): 2.98
Total charge: -2
Electronic energy (Ha): -3695.91999
HOMO-LUMO gap (alpha / beta) (eV): 4.9589 / 6.9083
<S²>: 2.0148
Multiplicity: 3
E_LUMO (alpha / beta) (eV): 4.4 / 4.4
Energy relative to the best compared isomer or geometry (same formula, charge and spin) (kcal/mol): 0.0

Atoms and positions in Å:
1 Ti -2.21578 -18.32768 4.39543
2 O -4.19627 -14.87983 5.15353
3 C -3.63651 -15.85747 4.68911
4 O -2.85593 -16.65197 5.29462
5 C -3.83029 -16.10959 3.13911
6 C -4.58270 -15.45206 2.22716
7 C -4.39808 -15.76568 0.88762
8 C -3.55607 -16.79394 0.54500
9 C -2.92032 -17.54251 1.52217
10 N -3.06816 -17.13405 2.79086
11 C -2.11316 -18.84124 1.47999
12 O -1.75480 -19.46584 0.48730
13 O -1.87971 -19.30033 2.66558
14 H -5.25691 -14.60462 2.49082
15 H -5.03657 -15.29923 0.14837
16 H -3.41686 -17.03765 -0.50339
17 N -1.93915 -21.61293 8.74262
18 C -1.18121 -20.77088 7.90636
19 C -1.85688 -19.90848 7.02002
20 N -1.22295 -19.19442 6.05880
21 C 0.13503 -19.13744 6.30062
22 C 0.77472 -19.93794 7.19289
23 N 0.14261 -20.84547 7.98107
24 H -2.86780 -21.24017 8.87368
25 H -1.41115 -21.67020 9.59961
26 H -2.93459 -19.82460 7.12000
27 H 0.68940 -18.43818 5.69009
28 H 1.83148 -19.86137 7.23841
29 N 1.15975 -25.57603 0.39787
30 C 0.99930 -24.76718 1.20733
31 C 0.79117 -23.64961 2.06972
32 C 0.17479 -22.51874 1.49704
33 C 0.05363 -21.37274 2.18816
34 C 0.49202 -21.39598 3.54312
35 N 1.09738 -22.44827 4.08566
36 C 1.28646 -23.54979 3.36135
37 H -0.09579 -22.58834 0.45027
38 H -0.38983 -20.56031 1.69266
39 H 0.41033 -20.56661 4.20061
40 H 1.85291 -24.29642 3.83092
41 F 1.74215 -14.81433 2.63327
42 C 1.35188 -15.68615 3.58603
43 F 1.09159 -14.97040 4.68697
44 F 2.49837 -16.44550 3.82151
45 C 0.08234 -16.49191 3.16444
46 O -0.27912 -16.35698 2.00107
47 O -0.37209 -17.16805 4.14328
48 Cl -6.66765 -17.65733 4.53256
49 C -6.21935 -18.74263 3.19683
50 C -7.02816 -18.68007 2.09666
51 C -6.80861 -19.62250 1.06259
52 C -5.80424 -20.55262 1.17615
53 C -4.93621 -20.45984 2.25563
54 C -5.08615 -19.59426 3.34750
55 C -4.11427 -19.55281 4.46130
56 H -7.75849 -17.90817 1.97888
57 H -7.45835 -19.63130 0.17170
58 H -5.64446 -21.32403 0.44447
59 H -4.07806 -21.09915 2.32992
60 H -4.55330 -19.11548 5.34868
61 H -3.65427 -20.54926 4.55919
62 C -1.11935 -15.74573 8.55107
63 C -2.45589 -16.41284 8.88867
64 C -3.71281 -15.87313 8.92295
65 C -4.57212 -16.96424 9.00322
66 N -3.89640 -18.09516 9.08365
67 N -2.58762 -17.72648 9.00917
68 C -6.05093 -17.06169 8.79531
69 H -1.28613 -14.88710 7.87998
70 H -0.48358 -16.46133 7.99419
71 H -0.59232 -15.36086 9.48797
72 H -3.92710 -14.81216 8.80616
73 H -1.99199 -18.49462 8.75661
74 H -6.56587 -16.47726 9.57109
75 H -6.39342 -18.11377 8.84887
76 H -6.34094 -16.70615 7.81116

***

No. 3
DFT (wB97M-V/def2-TZVPD) results for a structure of composition C31H26CsN7O2SSb in a non-equilibrium geometry.

## Properties
F_max (eV Å⁻¹): 1.50
Total charge: -1
Electronic energy (Ha): -2389.35787
HOMO-LUMO gap (eV): 6.7692
Multiplicity: 1
E_LUMO (eV): 2.0

Atoms and positions in Å:
1 Cs -0.86820 1.47181 -1.39418
2 O -3.47171 4.60342 -0.41687
3 C -2.55674 3.94637 0.07762
4 N -2.51274 2.63590 0.33746
5 C -3.59952 1.86436 0.53529
6 O -4.61806 2.10587 1.16716
7 C -3.46950 0.49148 -0.11391
8 C -4.42438 0.10085 -1.04791
9 C -4.27538 -1.11894 -1.68179
10 C -3.20322 -1.92937 -1.33500
11 C -2.32120 -1.47304 -0.36965
12 N -2.43163 -0.27900 0.21601
13 C -1.24512 4.67361 0.35314
14 C -1.30703 6.02916 0.66511
15 C -0.13524 6.70149 0.95272
16 C 1.06599 6.00782 0.89359
17 C 1.03095 4.66903 0.54499
18 N -0.09359 4.00328 0.28598
19 H -5.25551 0.75834 -1.26400
20 H -4.98457 -1.43664 -2.43598
21 H -3.04704 -2.89030 -1.80403
22 H -1.48007 -2.08246 -0.05281
23 H -2.27300 6.51314 0.66659
24 H -0.15179 7.75253 1.21357
25 H 2.01007 6.49220 1.10375
26 H 1.95130 4.09860 0.46657
27 C -0.03906 1.52602 2.69670
28 C -0.34996 0.06928 2.87458
29 C -1.59268 -0.34263 3.35798
30 C -1.85872 -1.69188 3.46132
31 C -0.88743 -2.60085 3.05964
32 C 0.31661 -2.10905 2.57572
33 N 0.58767 -0.80563 2.50981
34 Sb 1.81793 -3.50025 1.89281
35 C 3.23474 -2.07616 1.14125
36 C 4.58265 -2.26137 1.42643
37 C 5.49837 -1.35433 0.91592
38 C 5.03305 -0.30213 0.15031
39 C 3.66330 -0.18852 -0.08456
40 C 3.09469 0.93340 -0.90053
41 N 2.78779 -1.06376 0.40432
42 C 0.86970 -3.91371 -0.00808
43 C -0.27379 -4.70111 -0.05406
44 C -0.89035 -4.89764 -1.28246
45 C -0.34795 -4.30701 -2.40714
46 C 0.82481 -3.55843 -2.28350
47 C 1.46193 -2.90719 -3.47550
48 N 1.41685 -3.38375 -1.10101
49 H -0.16799 2.06716 3.63668
50 H -0.71416 1.97096 1.96033
51 H 0.98785 1.63986 2.35457
52 H -2.34353 0.39530 3.61032
53 H -2.81805 -2.03585 3.82899
54 H -1.06505 -3.66859 3.12049
55 H 4.90430 -3.09800 2.03435
56 H 6.55762 -1.46612 1.11385
57 H 5.71647 0.42583 -0.26783
58 H 3.87091 1.59276 -1.28554
59 H 2.40469 1.51485 -0.28588
60 H 2.52313 0.53249 -1.73844
61 H -0.67596 -5.14712 0.84800
62 H -1.78774 -5.50115 -1.35608
63 H -0.81339 -4.41768 -3.37859
64 H 1.69413 -3.64379 -4.24700
65 H 2.37943 -2.40960 -3.17105
66 H 0.79523 -2.16447 -3.91785
67 S 0.99397 1.10618 -6.46797
68 C 0.35445 1.04695 -4.95614
69 N -0.07956 0.98727 -3.86859